<i>
Here is a molecular structure, C4H6Br4 from the Open Molecules 2025 dataset. Energies are from ωB97M-V/def2-TZVPD.

Last column: Löwdin charge in e.
CARTESIAN COORDINATES (ANGSTROEM)
C 1.685 -0.786 0.934  -0.196
C -1.559 0.816 -0.902  -0.718
C -0.614 0.049 0.192  -0.774
C 0.854 0.029 -0.129  -1.256
Br -3.199 1.474 -0.142  0.636
Br -1.341 -1.881 0.221  0.604
Br 1.376 1.938 -0.125  0.692
Br 1.185 -0.571 -1.975  0.673
H 2.743 -0.436 1.090  0.083
H 1.259 -0.672 1.919  0.066
H 1.740 -1.904 0.716  0.087
H -1.127 1.625 -1.418  -0.004
H -2.025 0.048 -1.602  0.037
H -0.978 0.271 1.222  0.071

Summary:
- Lowest unoccupied orbital energy: 0.07 eV
- Net charge: 0
- Orbital gap: 10.2 eV

<ii>
Here is 2 unconnected molecules or ions with the total composition C4H6Br4 from the Open Molecules 2025 dataset. Energies are from ωB97M-V/def2-TZVPD.

Last column: Löwdin charge in e.
CARTESIAN COORDINATES (ANGSTROEM)
C -2.464 0.344 0.501  -0.123
C 1.851 -1.919 -1.274  -0.557
C -0.158 1.466 0.167  -0.665
C -0.903 0.481 0.639  -0.720
Br 3.431 -1.239 -0.865  0.669
Br -0.830 3.082 -0.532  0.704
Br 0.115 -1.027 1.410  0.651
Br 3.516 0.501 1.211  -0.105
H -2.800 1.216 -0.128  0.043
H -2.829 -0.698 0.234  0.094
H -2.855 0.697 1.445  0.062
H 1.503 -1.677 -2.258  -0.004
H 1.556 -2.842 -0.803  -0.010
H 0.869 1.614 0.250  -0.039

Summary:
- Lowest unoccupied orbital energy (spin up / spin down): -1.06 / -2.15 eV
- Net charge: 0
- Orbital gap (spin up / spin down): 8.2 / 6.8 eV

Preferred: <i>; penalty for the next structure: 78.2 kcal/mol.